(1)
Formula: C32H60F6NO18P
Source: OMol25
Level of theory: ωB97M-V/def2-TZVPD

Results
**DFT total energy**: -98099.76828 eV
**HOMO-LUMO gap**: 8.55 eV
**Multiplicity**: 1

Geometry as XYZ:
```
118
Properties=species:S:1:pos:R:3:lowdin_charge:R:1
C -2.7478 -4.3565 0.8142 -0.08
C -2.1231 -4.5534 -0.5507 -0.24
C -0.5907 -4.4847 -0.4982 -0.11
N -0.0407 -4.6127 -1.9173 -0.24
C -0.3169 -5.9882 -2.4444 0.01
C 1.4687 -4.3923 -2.0982 -0.06
C 1.6138 -3.9337 -3.5597 -0.16
C 0.3661 -3.1578 -3.9421 -0.11
C -0.6569 -3.6007 -2.8827 -0.08
H -3.8292 -4.4522 0.6846 0.08
H -2.6951 -3.3325 1.1933 0.08
H -2.3564 -5.0044 1.5968 0.08
H -2.4824 -3.7701 -1.2182 0.10
H -2.4116 -5.4898 -1.0349 0.10
H -0.2033 -5.3052 0.1029 0.14
H -0.3570 -3.5120 -0.0645 0.10
H -0.0503 -6.7860 -1.7485 0.12
H 0.4315 -6.1715 -3.2158 0.10
H -1.3335 -6.0768 -2.8020 0.10
H 1.9603 -5.3311 -1.8651 0.13
H 1.7342 -3.5926 -1.4079 0.14
H 1.7483 -4.7771 -4.2382 0.11
H 2.4990 -3.3049 -3.6440 0.11
H 0.0678 -3.3628 -4.9644 0.12
H 0.5452 -2.1026 -3.7454 0.09
H -1.6188 -3.9618 -3.2344 0.13
H -0.8832 -2.7651 -2.2263 0.10
P -0.8329 -0.1087 -0.3630 0.21
F 0.4249 0.8700 -0.2379 -0.12
F -1.8105 1.1447 -0.6027 -0.13
F -0.5878 -0.3116 -1.9791 -0.16
F -2.0110 -1.2046 -0.4771 -0.14
F 0.2670 -1.3245 -0.1071 -0.20
F -1.0265 -0.0001 1.2417 -0.16
C 2.2838 0.6522 2.0832 -0.02
O 3.4928 0.2032 2.6799 0.02
C 4.5983 0.9357 2.5496 -0.63
O 4.7220 1.9290 1.8859 0.12
O 5.5204 0.3811 3.3031 0.01
C 6.7399 1.0815 3.4761 -0.04
H 2.4181 1.5802 1.5274 0.09
H 1.4672 0.8690 2.7761 0.09
H 1.9394 -0.1550 1.4429 0.08
H 7.1829 1.2720 2.4893 0.09
H 7.4643 0.4163 3.9346 0.09
H 6.6021 2.0618 3.9255 0.10
C -0.4671 4.7930 4.5110 -0.07
O -0.0861 3.4845 4.8611 0.02
C -0.7678 2.4297 4.4675 -0.63
O -0.4097 1.3246 4.7305 0.14
O -1.8427 2.7545 3.7668 -0.02
C -2.6983 1.6978 3.3565 -0.03
H -1.3537 5.0902 5.0718 0.10
H -0.5954 5.1305 3.4853 0.09
H 0.3300 5.4510 4.8561 0.09
H -2.7933 0.9832 4.1740 0.10
H -2.2386 1.1184 2.5524 0.07
H -3.6595 2.0320 2.9828 0.10
C -7.5656 3.4513 -3.3755 -0.03
O -6.3748 2.6967 -3.5851 0.01
C -6.1071 1.7939 -2.6685 -0.66
O -6.8009 1.4823 -1.7546 0.14
O -4.9213 1.2753 -2.9613 -0.01
C -4.3787 0.3612 -2.0326 -0.05
H -7.5859 4.2522 -4.1072 0.09
H -7.5189 3.9376 -2.4006 0.10
H -8.4456 2.8167 -3.4245 0.10
H -3.2966 0.3302 -2.0580 0.06
H -4.7310 -0.6710 -2.1279 0.10
H -4.6809 0.6717 -1.0295 0.10
C -0.6029 0.7282 -4.9094 -0.08
O 0.0819 1.7606 -4.2452 0.00
C -0.5754 2.6025 -3.4418 -0.60
O -0.0122 3.3809 -2.7341 0.16
O -1.8944 2.5673 -3.6722 -0.02
C -2.6939 3.6035 -3.1292 -0.02
H -1.1934 1.0392 -5.7732 0.09
H -1.2846 0.2182 -4.2264 0.08
H 0.0744 -0.0360 -5.2912 0.08
H -3.6946 3.1938 -3.0535 0.07
H -2.7446 4.4721 -3.7929 0.10
H -2.2780 3.9934 -2.2015 0.09
C 2.2472 -0.3319 -2.6487 -0.01
O 3.4654 0.3065 -2.2505 -0.01
C 3.5404 1.6349 -2.2246 -0.60
O 2.6646 2.3923 -2.4899 0.17
O 4.7655 2.0519 -1.8879 0.02
C 5.6182 1.2122 -1.1233 -0.07
H 2.6011 -1.2776 -3.0700 0.07
H 1.7924 0.2864 -3.4215 0.09
H 1.6361 -0.5605 -1.7863 0.06
H 5.2244 0.4932 -0.4107 0.09
H 6.3451 1.8092 -0.5722 0.09
H 6.2481 0.7090 -1.8678 0.09
C 2.5497 4.3287 3.0284 -0.02
O 2.5742 4.3501 1.5902 0.00
C 1.4791 4.2745 0.8336 -0.62
O 1.5371 4.2235 -0.3433 0.18
O 0.3671 4.0962 1.5385 -0.03
C -0.8644 3.8791 0.9031 -0.04
H 3.5322 3.9717 3.3245 0.09
H 1.7589 3.6750 3.3787 0.07
H 2.4375 5.3705 3.3307 0.10
H -1.1306 4.8025 0.3718 0.10
H -1.7177 3.6901 1.5479 0.08
H -0.8468 3.1252 0.1177 0.07
C 1.1641 -4.3197 3.7828 -0.10
C 0.4861 -3.2902 3.1228 -0.10
C 0.3247 -2.0555 3.7189 -0.08
C 0.6977 -1.8715 5.0482 -0.07
C 1.3858 -2.8646 5.7071 -0.09
C 1.6421 -4.0761 5.0669 -0.10
H 1.4319 -5.2114 3.2311 0.09
H 0.1866 -3.4121 2.0882 0.07
H -0.1123 -1.2591 3.1300 0.09
H 0.3833 -0.9079 5.4350 0.09
H 1.6417 -2.7008 6.7468 0.10
H 2.1577 -4.8681 5.5963 0.10
```



(2)
Formula: C34H31N3O3PRuS
Source: OMol25
Level of theory: ωB97M-V/def2-TZVPD

Results
**DFT total energy**: -69071.90485 eV
**HOMO-LUMO gap**: 6.05 eV
**Multiplicity**: 1
**Charge**: +1

Geometry as XYZ:
```
74
Properties=species:S:1:pos:R:3:lowdin_charge:R:1
Ru -0.4330 -0.3097 -0.3827 0.77
C -3.8482 -5.3900 2.3837 -0.06
C -3.0070 -4.5580 3.1097 -0.07
C -2.1776 -3.6689 2.4451 -0.09
C -2.1851 -3.6095 1.0527 -0.37
C -3.0260 -4.4517 0.3285 -0.09
C -3.8567 -5.3367 0.9964 -0.06
P -1.0051 -2.5195 0.2408 1.06
C -1.7148 -2.0566 -1.3703 -0.41
C -0.8404 -1.7834 -2.4366 -0.14
C -1.3360 -1.2040 -3.6200 -0.08
C -2.6703 -0.9027 -3.7379 -0.07
C -3.5438 -1.1531 -2.6679 -0.06
C -3.0776 -1.6946 -1.4976 -0.10
C 0.5195 -3.4152 -0.0536 -0.30
C 0.6643 -4.7699 0.0992 -0.06
C 1.9211 -5.3628 -0.1219 -0.06
C 2.9923 -4.5839 -0.4666 -0.01
C 2.8725 -3.1808 -0.6135 -0.16
C 3.9833 -2.3682 -0.9423 -0.03
C 3.8169 -1.0182 -1.0561 -0.07
C 2.5455 -0.4329 -0.8745 -0.12
C 1.4197 -1.1618 -0.5661 -0.24
C 1.6099 -2.5739 -0.4092 -0.21
H -4.4984 -6.0834 2.9001 0.11
H -2.9985 -4.5993 4.1902 0.11
H -1.5234 -3.0183 3.0139 0.11
H -3.0315 -4.4256 -0.7541 0.11
H -4.5091 -5.9899 0.4327 0.11
H 0.1866 -2.1143 -2.4000 0.10
H -0.6572 -1.0286 -4.4443 0.12
H -3.0551 -0.4803 -4.6565 0.11
H -4.5920 -0.9021 -2.7633 0.12
H -3.7507 -1.8386 -0.6614 0.12
H -0.1762 -5.3831 0.4008 0.11
H 2.0358 -6.4322 -0.0107 0.11
H 3.9637 -5.0353 -0.6275 0.12
H 4.9503 -2.8299 -1.0951 0.12
H 4.6604 -0.3842 -1.2965 0.11
H 2.4816 0.6470 -0.9839 0.07
C 0.7756 5.8190 -0.1604 -0.06
C 1.8004 4.8960 -0.7967 -0.17
N 1.1805 3.7405 -1.4845 -0.08
C 1.1277 3.7972 -2.9555 -0.22
C -0.0794 4.5383 -3.4961 -0.05
C 0.7108 2.7540 -0.7362 -0.49
S -0.1609 1.4191 -1.6790 1.03
N 0.8713 2.7802 0.5508 0.14
C 0.5738 1.8418 1.4922 -0.36
O 0.1460 0.6823 1.3191 -0.10
C 0.8245 2.2646 2.8871 -0.14
C 1.3441 3.5272 3.1712 -0.02
C 1.5769 3.9014 4.4838 -0.06
C 1.2905 3.0177 5.5149 -0.06
C 0.7715 1.7596 5.2366 -0.06
C 0.5388 1.3807 3.9274 -0.01
H 1.2969 6.6229 0.3601 0.09
H 0.1645 5.2870 0.5664 0.07
H 0.1222 6.2707 -0.9050 0.07
H 2.4877 4.5030 -0.0491 0.12
H 2.3834 5.4222 -1.5499 0.12
H 1.1831 2.7862 -3.3527 0.08
H 2.0504 4.2922 -3.2565 0.12
H -1.0100 4.0691 -3.1786 0.06
H -0.0449 4.5359 -4.5852 0.09
H -0.0946 5.5758 -3.1642 0.08
H 1.5647 4.2050 2.3599 0.10
H 1.9821 4.8794 4.7041 0.11
H 1.4730 3.3101 6.5407 0.11
H 0.5511 1.0770 6.0459 0.11
H 0.1383 0.4031 3.7009 0.12
O -2.4226 3.0163 -1.2356 0.12
N -1.9186 1.9666 -1.0418 -0.50
O -2.3089 1.0621 -0.3178 -0.05
```



(3)
Formula: C19H43AlBF4NO3
Source: OMol25
Level of theory: ωB97M-V/def2-TZVPD

Results
**DFT total energy**: -46183.94928 eV
**HOMO-LUMO gap**: 9.83 eV
**Multiplicity**: 1

Geometry as XYZ:
```
72
Properties=species:S:1:pos:R:3:lowdin_charge:R:1
C 2.2815 4.2803 -0.1748 -0.12
C 3.8295 3.9449 -0.1195 -0.24
C 4.4366 3.4797 -1.4987 -0.21
C 4.7157 1.9282 -1.6031 -0.20
C 3.3293 1.1705 -1.5841 -0.19
C 3.2355 -0.0483 -0.5855 -0.20
C 3.8929 0.1859 0.8271 -0.18
C 4.9753 -0.9671 1.0807 -0.20
C 4.2943 -2.1418 1.8951 -0.20
C 3.2592 -2.9741 1.0514 -0.20
C 1.7569 -2.6414 1.4320 -0.20
C 0.7616 -3.7776 0.9237 -0.18
C 0.0802 -3.3767 -0.4399 -0.20
C -1.4811 -3.2331 -0.3580 -0.16
C -1.9471 -1.9286 0.4187 -0.09
N -2.8161 -1.0274 -0.4003 0.06
C -2.0290 0.0430 -1.0939 -0.17
O -2.8361 0.8277 -1.9277 -0.14
C -2.0329 1.6627 -2.7755 -0.06
B -4.0228 -0.4576 0.3737 -0.56
O -5.1533 -0.1973 -0.4208 0.17
O -3.9638 -0.2666 1.7480 0.07
C -4.6390 0.9432 2.1714 -0.18
C -3.6486 2.1766 2.1095 -0.05
H 1.9549 4.6916 -1.1562 0.07
H 1.7490 3.2991 -0.0238 0.05
H 1.9651 4.9281 0.6723 0.07
H 4.0320 3.2596 0.7341 0.09
H 4.3335 4.9184 0.1334 0.10
H 3.7254 3.7890 -2.3005 0.11
H 5.4063 4.0037 -1.6662 0.10
H 5.4618 1.5557 -0.8670 0.10
H 5.1771 1.7762 -2.6168 0.11
H 3.1918 0.7407 -2.6153 0.11
H 2.4763 1.8817 -1.4548 0.08
H 3.5906 -0.9621 -1.1132 0.10
H 2.1355 -0.2156 -0.4002 0.08
H 4.3739 1.1820 0.9486 0.08
H 3.1658 0.0874 1.6773 0.10
H 5.8898 -0.5832 1.6011 0.10
H 5.3304 -1.3307 0.0810 0.10
H 3.8387 -1.6599 2.7996 0.11
H 5.1116 -2.8528 2.1892 0.11
H 3.3968 -4.0501 1.3496 0.11
H 3.4296 -2.9395 -0.0496 0.11
H 1.7302 -2.5417 2.5430 0.11
H 1.3995 -1.6958 0.9608 0.07
H -0.0570 -3.8222 1.6901 0.11
H 1.2927 -4.7614 0.8801 0.11
H 0.2725 -4.2057 -1.1734 0.11
H 0.5201 -2.4474 -0.8907 0.10
H -1.9164 -4.1246 0.1596 0.12
H -1.9162 -3.2454 -1.3930 0.12
H -2.4344 -2.2778 1.3600 0.15
H -1.0245 -1.3579 0.6940 0.13
H -3.2417 -1.5969 -1.1482 0.19
H -1.4262 0.6458 -0.3707 0.16
H -1.2970 -0.5025 -1.7568 0.15
H -2.5679 1.8195 -3.7365 0.11
H -1.0424 1.1931 -3.0258 0.10
H -1.8661 2.6631 -2.3020 0.11
H -5.7510 -0.9779 -0.3957 0.11
H -5.6105 1.1219 1.6603 0.14
H -4.8855 0.7938 3.2543 0.13
H -3.5741 2.6254 3.1276 0.08
H -2.6427 1.7733 1.8476 0.07
H -3.9960 2.9672 1.4081 0.09
F -8.7605 1.4079 -0.9071 -0.24
Al -9.2046 -0.2317 -0.4739 0.02
F -10.0902 -0.2208 1.0371 -0.24
F -7.7295 -1.1971 -0.2822 -0.22
F -10.1948 -0.9286 -1.7387 -0.23
```



(4)
Formula: C3H4AgMgO4
Source: OMol25
Level of theory: ωB97M-V/def2-TZVPD

Results
**DFT total energy**: -20798.32007 eV
**<S²>**: 2.008
**HOMO-LUMO gap (alpha / beta)**: 3.33 / 6.68 eV
**Multiplicity**: 3
**Charge**: +1

Geometry as XYZ:
```
13
Properties=species:S:1:pos:R:3:lowdin_spin:R:1
O -1.1026 1.7487 0.3961 0.09
C -0.8583 0.5461 -0.1286 0.02
O -1.3771 -0.5808 0.5042 0.10
C -2.7117 -0.4521 1.0723 0.45
Ag -2.6665 1.6292 1.5194 0.30
H 1.4318 0.0820 -0.5465 0.01
H -2.7531 -1.1845 1.8920 0.03
H -3.4367 -0.7951 0.3094 0.04
H -0.5252 0.3780 -1.1636 0.00
O 3.0237 -1.3570 -0.9031 0.12
C 2.6362 -0.1636 -0.7614 0.03
O 3.4560 0.7804 -0.9390 0.12
Mg 4.8836 -0.6312 -1.2512 0.69
```



DFT total energy of number 4 (C3H4AgMgO4)?
-20798.32007 eV